[1]
The following is a DFT calculation (the ωB97M-V functional and the def2-TZVPD basis) of C2H4Cl2NO3S as an isolated structure in a non-equilibrium geometry.

```
13
Properties=species:S:1:pos:R:3:forces:R:3
C -2.019 0.540 0.279 0.26 -0.55 0.97
C 0.761 0.920 -0.308 -0.03 0.59 -2.20
N -1.993 -0.161 1.304 1.13 -1.90 1.25
O 0.385 -1.359 -1.548 0.33 -0.43 0.64
O 0.922 -1.271 0.997 0.31 -2.36 -3.13
O 2.688 -0.933 -0.762 0.12 -0.57 -0.04
S 1.274 -0.732 -0.598 -0.73 0.56 0.26
Cl -2.187 -0.139 -1.272 -0.37 0.22 -1.32
Cl 2.244 1.677 0.371 0.15 0.86 0.35
H -1.888 1.597 0.399 -0.48 0.57 -0.58
H 0.523 1.452 -1.330 0.65 -1.30 1.79
H -1.717 -1.186 1.165 -1.15 1.75 -0.13
H 1.007 -0.406 1.302 -0.19 2.56 2.16
```
Forces are in eV/Å.

Summary:
- HOMO level: -3.85 eV
- Energy relative to the best compared isomer or geometry (same formula, charge and spin): 75.8 kcal/mol
- Largest force on an atom: 3.94 eV/A
- 2S+1: 1
- Calculated total energy: -45650.4713 eV
- Lowest unoccupied orbital energy: 3.48 eV
- Net charge: -1

Atomic partial charges in e from the Mulliken method, atoms 1 to 2:
1. C 0.05
2. C -0.80

***

[2]
The following is a DFT calculation (the ωB97M-V functional and the def2-TZVPD basis) of a 2-piece molecular cluster, C2H4Cl2Si overall in a non-equilibrium geometry.

```
9
Properties=species:S:1:pos:R:3:forces:R:3
C -1.133 0.978 0.070 1.58 0.57 1.33
C -1.386 -0.330 0.113 4.33 0.34 1.07
Si 0.240 -1.299 0.184 -1.49 1.23 -0.59
Cl 4.391 1.301 0.111 -0.46 -0.28 -0.11
Cl 1.988 -0.415 0.101 0.37 0.34 0.66
H -1.846 1.609 -0.421 -0.17 0.69 0.09
H -0.195 1.418 0.583 -1.63 -0.50 -1.28
H -2.240 -0.674 -0.309 -2.47 -1.48 -1.10
H 0.181 -2.587 -0.432 -0.07 -0.92 -0.08
```
Forces are in eV/Å.

Summary:
- HOMO level (alpha / beta): -7.24 / -7.48 eV
- Energy relative to the best compared isomer or geometry (same formula, charge and spin): 103.0 kcal/mol
- Largest force on an atom: 4.48 eV/A
- 2S+1: 1
- Calculated total energy: -35058.1040 eV
- Lowest unoccupied orbital energy (alpha / beta): -3.25 / -3.12 eV
- Net charge: 0

Atomic partial charges in e from the Mulliken method, atoms 1 to 2:
1. C -0.48
2. C -0.30

***

[3]
The following is a DFT calculation (the ωB97M-V functional and the def2-TZVPD basis) of one molecule with the formula C2H4Cl3NO2S in a non-equilibrium geometry.

```
13
Properties=species:S:1:pos:R:3:forces:R:3
C 0.718 -1.455 0.391 3.14 -2.51 0.39
C 0.537 -0.360 -0.299 0.83 -0.84 -1.63
N -2.318 -1.744 -0.366 1.16 0.72 0.21
O -1.988 0.303 -1.674 -0.02 0.39 0.07
O -4.235 -0.135 -0.770 -0.30 -0.11 -1.49
S -2.597 -0.029 -0.403 -3.70 -1.51 -2.23
Cl -0.351 0.844 0.449 0.95 2.21 1.30
Cl -2.564 -2.439 -1.910 -0.25 -0.70 0.64
Cl -2.690 -2.521 1.108 -0.34 -0.12 -0.68
H 1.422 -2.309 0.056 -1.50 1.50 -0.04
H -4.492 -0.439 -1.731 1.32 0.80 2.52
H 0.589 -1.521 1.468 -0.76 0.18 -0.19
H 0.862 -0.211 -1.357 -0.52 0.00 1.12
```
Forces are in eV/Å.

Summary:
- HOMO level: -9.49 eV
- Energy relative to the best compared isomer or geometry (same formula, charge and spin): 86.7 kcal/mol
- Largest force on an atom: 4.58 eV/A
- 2S+1: 1
- Calculated total energy: -56121.5131 eV
- Lowest unoccupied orbital energy: -0.38 eV
- Net charge: 0

Atomic partial charges in e from the Mulliken method, atoms 1 to 2:
1. C -0.53
2. C -0.03

***

[4]
The following is a DFT calculation (the ωB97M-V functional and the def2-TZVPD basis) of a 2-piece molecular cluster, C2H4Cl3O overall in a non-equilibrium geometry.

```
10
Properties=species:S:1:pos:R:3:forces:R:3
H -1.819 -1.064 4.348 1.08 1.13 0.45
C -3.162 -1.903 4.499 -1.63 -0.77 0.65
C -3.289 -2.219 5.989 0.69 -0.56 -0.28
Cl -3.600 -0.848 7.074 -0.09 -0.10 -0.40
Cl -4.387 -0.905 3.853 0.02 0.19 -0.16
Cl -2.793 -3.299 3.544 0.11 0.06 0.13
H -4.119 -2.952 6.091 0.61 0.38 0.16
H -2.307 -2.633 6.302 -0.85 -0.03 -0.13
O -1.184 -0.397 4.769 0.69 -0.71 -0.38
H -0.323 -0.865 4.787 -0.63 0.41 -0.03
```
Forces are in eV/Å.

Summary:
- HOMO level (alpha / beta): -9.14 / -11.11 eV
- Energy relative to the best compared isomer or geometry (same formula, charge and spin): 0.0 kcal/mol
- Largest force on an atom: 1.91 eV/A
- 2S+1: 2
- Calculated total energy: -41751.6462 eV
- Lowest unoccupied orbital energy (alpha / beta): 0.61 / -1.51 eV
- Net charge: 0

Atomic partial charges in e from the Mulliken method, atoms 1 to 2:
1. H 0.39
2. C 0.07

***

[5]
The following is a DFT calculation (the ωB97M-V functional and the def2-TZVPD basis) of a 2-piece molecular cluster, C2H4Cl3PS overall in a non-equilibrium geometry.

```
11
Properties=species:S:1:pos:R:3:forces:R:3
S 2.162 2.675 -0.196 -0.66 1.00 0.40
P 0.906 0.936 0.335 -0.95 2.67 -0.73
Cl 1.865 0.158 1.861 1.01 -0.57 1.53
Cl 1.570 -0.240 -1.128 0.70 -0.36 -1.03
H 1.450 3.860 0.217 0.54 -2.08 -0.34
C -1.658 -0.973 -0.796 1.20 -2.81 -0.07
C -1.049 -1.306 0.344 -2.50 2.91 1.12
Cl 0.017 -2.522 0.741 0.75 -1.34 -0.29
H -1.541 -1.601 -1.666 0.47 -0.20 -0.20
H -2.443 -0.308 -0.962 -0.79 1.56 0.61
H -1.281 -0.678 1.252 0.22 -0.76 -1.01
```
Forces are in eV/Å.

Summary:
- SMILES: SP(Cl)Cl.C=CCl
- HOMO level: -9.18 eV
- Energy relative to the best compared isomer or geometry (same formula, charge and spin): 20.2 kcal/mol
- Largest force on an atom: 4.00 eV/A
- 2S+1: 1
- Calculated total energy: -59830.1959 eV
- Lowest unoccupied orbital energy: 0.37 eV
- Net charge: 0

Atomic partial charges in e from the Mulliken method, atoms 1 to 2:
1. S -0.35
2. P 0.43

***

[6]
The following is a DFT calculation (the ωB97M-V functional and the def2-TZVPD basis) of one molecule with the formula C2H4Cl6Si2 in a non-equilibrium geometry.

```
14
Properties=species:S:1:pos:R:3:forces:R:3
Cl 2.663 -2.467 0.383 -0.03 0.80 -0.29
Si 2.226 -0.445 0.093 0.64 -0.59 -0.11
Cl 3.461 0.651 1.344 -0.43 -0.34 -0.45
Cl 2.675 0.105 -1.889 -0.29 -0.33 1.13
C 0.425 -0.202 0.529 0.55 -0.08 -0.05
C -0.464 -0.083 -0.691 -1.71 0.55 0.15
Si -2.184 0.544 -0.105 -0.15 0.00 0.73
Cl -3.491 1.146 -1.579 0.53 -0.19 0.27
Cl -1.927 2.176 1.217 -0.01 -0.77 -0.85
Cl -3.194 -0.867 1.059 0.51 0.39 -0.54
H 0.420 0.725 1.101 -0.16 0.09 0.12
H 0.065 -1.004 1.183 0.33 0.06 0.02
H -0.128 0.710 -1.340 0.25 0.30 -0.40
H -0.548 -0.990 -1.304 -0.04 0.11 0.28
```
Forces are in eV/Å.

Summary:
- SMILES: Cl[Si](Cl)(Cl)CC[Si](Cl)(Cl)Cl
- HOMO level: -11.04 eV
- Energy relative to the best compared isomer or geometry (same formula, charge and spin): 0.0 kcal/mol
- Largest force on an atom: 1.80 eV/A
- 2S+1: 1
- Calculated total energy: -93038.2915 eV
- Lowest unoccupied orbital energy: 0.22 eV
- Net charge: 0

Atomic partial charges in e from the Mulliken method, atoms 1 to 2:
1. Cl -0.26
2. Si 0.71

***

[7]
The following is a DFT calculation (the ωB97M-V functional and the def2-TZVPD basis) of one molecule with the formula C2H4ClF in a non-equilibrium geometry.

```
8
Properties=species:S:1:pos:R:3:forces:R:3
F -0.210 1.240 -1.137 0.19 -0.27 -0.36
C 0.543 0.396 -0.326 1.20 0.45 -0.13
C -0.387 -0.600 0.296 -2.09 0.88 -2.06
Cl -1.298 0.239 1.644 0.33 -0.73 -0.59
H 1.015 1.076 0.376 0.05 -0.17 0.48
H 1.394 -0.072 -0.890 -1.07 0.18 0.05
H 0.090 -1.497 0.651 -0.04 -0.22 0.21
H -1.147 -0.783 -0.614 1.43 -0.13 2.41
```
Forces are in eV/Å.

Summary:
- SMILES: FCCCl
- HOMO level: -10.95 eV
- Energy relative to the best compared isomer or geometry (same formula, charge and spin): 13.8 kcal/mol
- Largest force on an atom: 3.07 eV/A
- 2S+1: 1
- Calculated total energy: -17378.3205 eV
- Lowest unoccupied orbital energy: 1.00 eV
- Net charge: 0

Atomic partial charges in e from the Mulliken method, atoms 1 to 2:
1. F -0.27
2. C -0.29

***

[8]
The following is a DFT calculation (the ωB97M-V functional and the def2-TZVPD basis) of one molecule with the formula C2H4ClF2N in a non-equilibrium geometry.

```
10
Properties=species:S:1:pos:R:3:forces:R:3
F -0.228 -1.608 0.649 0.26 -1.15 0.81
C -0.222 -1.199 -0.591 -0.99 5.58 -2.13
N -0.608 0.578 -0.495 0.05 -3.58 -0.93
Cl -2.231 0.603 0.113 0.05 0.27 0.13
C 0.258 1.297 0.465 -1.26 -3.23 -0.44
F 1.510 1.046 0.041 1.47 -0.45 0.09
H -1.105 -1.526 -1.248 1.56 0.14 1.20
H 0.774 -1.002 -1.086 -0.96 -1.17 0.76
H 0.069 2.266 0.165 -0.64 2.56 0.81
H 0.067 0.871 1.477 0.46 1.05 -0.30
```
Forces are in eV/Å.

Summary:
- SMILES: FCN(Cl)CF
- HOMO level: -9.33 eV
- Energy relative to the best compared isomer or geometry (same formula, charge and spin): 75.2 kcal/mol
- Largest force on an atom: 6.05 eV/A
- 2S+1: 1
- Calculated total energy: -21583.3638 eV
- Lowest unoccupied orbital energy: 0.95 eV
- Net charge: 0

Atomic partial charges in e from the Mulliken method, atoms 1 to 2:
1. F -0.21
2. C -0.03

***

[9]
The following is a DFT calculation (the ωB97M-V functional and the def2-TZVPD basis) of one molecule with the formula C2H4ClFN2 in a non-equilibrium geometry.

```
10
Properties=species:S:1:pos:R:3:forces:R:3
N -1.536 0.294 0.347 0.07 -0.14 0.13
N -1.086 -0.839 -0.231 2.79 -0.68 -0.98
C 0.216 -0.899 -0.477 -3.02 0.55 1.49
C 1.028 0.236 0.112 0.60 -1.11 0.38
F 0.788 1.423 -0.540 0.26 0.13 -0.09
Cl 2.730 -0.210 0.063 0.73 0.17 -0.38
H -2.531 0.283 0.365 -0.52 0.21 0.00
H -1.121 1.158 0.028 -0.13 0.09 0.06
H 0.620 -1.844 -0.871 -0.08 0.84 0.21
H 0.892 0.397 1.203 -0.70 -0.06 -0.81
```
Forces are in eV/Å.

Summary:
- SMILES: N/N=C\[C@H](F)Cl
- HOMO level: -9.42 eV
- Energy relative to the best compared isomer or geometry (same formula, charge and spin): 32.7 kcal/mol
- Largest force on an atom: 3.41 eV/A
- 2S+1: 1
- Calculated total energy: -20357.4535 eV
- Lowest unoccupied orbital energy: 0.77 eV
- Net charge: 0

Atomic partial charges in e from the Mulliken method, atoms 1 to 2:
1. N -0.35
2. N -0.33

***

[10]
The following is a DFT calculation (the ωB97M-V functional and the def2-TZVPD basis) of a 2-piece molecular cluster, C2H4ClFO2 overall in a non-equilibrium geometry.

```
10
Properties=species:S:1:pos:R:3:forces:R:3
C 0.792 0.603 -1.837 0.47 -5.85 -1.34
C -0.509 -0.777 0.582 -3.05 1.96 3.36
O 0.674 1.771 -1.602 2.31 6.64 0.11
O -0.412 -0.500 2.047 3.56 -3.05 -2.69
F 2.003 0.300 -2.419 -0.54 0.90 0.39
Cl -1.624 -2.167 0.323 0.35 0.10 -0.12
H 0.423 -0.990 0.118 0.53 0.11 -0.02
H -1.104 0.142 0.310 1.19 -1.22 -1.06
H 1.534 2.369 -1.869 -2.12 -1.56 0.61
H -1.108 0.041 2.253 -2.70 1.97 0.75
```
Forces are in eV/Å.

Summary:
- HOMO level: -10.28 eV
- Energy relative to the best compared isomer or geometry (same formula, charge and spin): 71.7 kcal/mol
- Largest force on an atom: 7.04 eV/A
- 2S+1: 1
- Calculated total energy: -21470.5485 eV
- Lowest unoccupied orbital energy: 0.19 eV
- Net charge: 0

Atomic partial charges in e from the Mulliken method, atoms 1 to 2:
1. C 0.04
2. C 0.00